# 1
Here is a gas-phase ion, C2H4N5OS (charge +1) from the Open Molecules 2025 dataset. Energies are from the ωB97M-V functional and the def2-TZVPD basis.

Properties
HOMO-LUMO gap (alpha / beta), eV: 5.3 / 8.4
Lowest unoccupied orbital energy (alpha / beta), eV: -5.86 / -6.12
Charge: +1
Energy above the lowest of the compared OMol25 structures with the same formula, charge and spin, kJ/mol: 0.00
HOMO (alpha / beta), eV: -11.126 / -14.558
2S+1: 3

CARTESIAN COORDINATES (ANGSTROEM)
S (-3.599065, 0.083525, 0.002171)
O (-3.578690, -1.342431, -0.088739)
N (0.414854, 1.253024, -0.057400)
N (-2.019254, 0.561527, 0.101573)
N (-0.344025, 2.143769, -0.009784)
N (-1.196960, -0.427871, 0.005921)
N (-0.753412, 3.207820, -0.129663)
C (1.113050, -1.026704, -0.195103)
C (0.155610, -0.102856, 0.005110)
H (-1.254604, 3.914676, 0.550939)
H (2.188266, -0.803880, -0.230083)
H (0.664513, -1.944869, -0.219644)
H (-1.432627, -1.384273, 0.189032)

Atoms 1-6, force components in eV/Å:
S -2.8 2.6 0.0
O -0.1 -3.4 -0.1
N 0.9 0.1 0.5
N 1.0 1.0 0.1
N 0.3 -0.2 0.8
N 2.1 0.8 0.4


# 2
Here is a molecular structure, C31H66GeN5O2OsPSSi4 from the Open Molecules 2025 dataset. Energies are from the ωB97M-V functional and the def2-TZVPD basis.

Properties
HOMO-LUMO gap (alpha / beta), eV: 7.2 / 5.5
Lowest unoccupied orbital energy (alpha / beta), eV: -8.75 / -10.86
Charge: +3
HOMO (alpha / beta), eV: -15.954 / -16.400
2S+1: 6

CARTESIAN COORDINATES (ANGSTROEM)
Os (0.977188, -0.143276, 0.331585)
Ge (0.970104, 2.175043, -0.714607)
S (5.491705, -0.887322, 0.273786)
P (-2.031349, -1.607153, 0.115682)
Si (0.800862, 2.132043, -3.156279)
Si (-0.901949, 3.419388, 0.465628)
Si (2.897891, 3.636361, 0.182223)
Si (0.815201, -0.667338, 3.837124)
O (1.140430, -0.049817, 2.259627)
O (-0.941607, -0.457318, 0.139620)
N (-1.261358, -2.980853, 0.539953)
N (-2.629398, -1.810404, -1.369434)
N (-3.203434, -1.156529, 1.117111)
N (2.948072, -0.466634, -0.013600)
N (3.883717, 0.434989, 1.942058)
C (2.486003, 1.820407, -3.892968)
C (2.814598, 3.512814, 2.039619)
C (4.705737, -1.536251, -1.148790)
C (-1.018852, -0.817976, 4.057881)
C (-2.246892, 2.697747, -0.616233)
C (-4.311551, -2.088857, 1.476944)
C (-1.996065, -4.282498, 0.527231)
C (-0.894784, 2.894551, 2.248651)
C (-1.948785, -2.599529, -2.421375)
C (0.335277, -4.708822, 0.783417)
C (-0.763891, 5.250343, 0.227182)
C (-4.658327, 0.036486, 2.520394)
C (2.662717, 5.334059, -0.504879)
C (-3.533157, 0.230846, 1.511403)
C (-0.923238, -5.300020, 0.157361)
C (-3.806402, -1.104486, -1.919679)
C (1.557893, 0.578225, 4.991798)
C (-2.834432, -2.416135, -3.661920)
C (-5.422741, -1.156219, 1.952837)
C (4.465090, -2.721018, -3.191034)
C (2.534636, -1.672612, -2.175395)
C (3.991026, -0.252348, 0.813813)
C (1.659389, -2.323941, 3.914932)
C (-4.190314, -1.980381, -3.103450)
C (3.103854, -2.422452, -3.192239)
C (3.351582, -1.227319, -1.145146)
C (0.185984, 3.835901, -3.606521)
C (0.191319, -3.208786, 0.509326)
C (4.299980, 2.726699, -0.664492)
C (5.285964, -2.277725, -2.166763)
C (-0.458951, 0.793693, -3.539256)
H (-6.046553, -0.844452, 1.113034)
H (-4.794753, -1.445209, -3.832462)
H (2.384580, 1.563835, -4.950901)
H (-2.245967, 3.186916, -1.591811)
H (-6.067234, -1.640153, 2.683028)
H (1.261069, -5.108306, 0.374656)
H (0.335696, -4.883455, 1.860017)
H (2.948027, 0.588341, 2.321205)
H (-3.887812, 0.803943, 0.649508)
H (2.134632, 2.734619, 2.392174)
H (0.944649, 4.598927, -3.424222)
H (-1.494190, -1.383747, 3.255363)
H (4.647100, 3.335666, -1.501559)
H (-2.423027, -1.638107, -4.306606)
H (-3.982768, -2.754363, 2.277490)
H (3.027998, 1.008428, -3.410513)
H (6.342059, -2.511804, -2.159492)
H (-1.476280, 1.186190, -3.484956)
H (-0.583338, 1.858426, 2.393477)
H (1.770358, 5.842287, -0.147769)
H (-3.532078, -0.097807, -2.251745)
H (2.600499, -2.359759, 3.360186)
H (-4.246490, -0.206782, 3.501696)
H (-1.899912, 3.011494, 2.665825)
H (4.049309, 1.743152, -1.062187)
H (2.477245, 4.466061, 2.452978)
H (-0.227676, 3.540165, 2.822891)
H (-2.188248, 1.618608, -0.754549)
H (3.525898, 5.911323, -0.147469)
H (3.806627, 3.308068, 2.448430)
H (-2.816894, -4.251821, -0.191263)
H (-0.933461, -2.232695, -2.596389)
H (0.616910, -2.963148, -0.473873)
H (-3.200593, 2.934463, -0.129311)
H (-5.273381, 0.928638, 2.620315)
H (2.689667, 5.359696, -1.594311)
H (4.888343, -3.305972, -3.995801)
H (1.895381, -2.567038, 4.954504)
H (-0.816531, -5.370500, -0.926714)
H (3.097271, 2.723547, -3.837472)
H (-0.052723, 3.867225, -4.673506)
H (0.704998, -2.643216, 1.297146)
H (-2.894119, -3.330077, -4.248280)
H (-1.158138, -6.292667, 0.534826)
H (-2.410370, -4.480639, 1.516658)
H (-0.723252, 4.112367, -3.068886)
H (-4.586929, -1.020437, -1.164222)
H (1.019135, -3.126142, 3.542057)
H (-1.780080, 5.645043, 0.346210)
H (-4.612769, -2.694848, 0.620406)
H (2.482138, -2.773845, -4.004884)
H (1.407905, 0.249410, 6.024156)
H (-2.658715, 0.722245, 1.930775)
H (1.479001, -1.421369, -2.207187)
H (1.089209, 1.560098, 4.895624)
H (-4.764526, -2.841691, -2.758366)
H (4.671269, 0.487403, 2.570000)
H (-0.390492, -0.052777, -2.852682)
H (-1.881524, -3.644103, -2.114611)
H (2.635863, 0.701917, 4.861210)
H (-0.423377, 5.548054, -0.764529)
H (-0.143848, 5.726319, 0.986748)
H (-1.511507, 0.153316, 4.142008)
H (5.125232, 2.609636, 0.043230)
H (-0.302569, 0.421473, -4.555257)
H (-1.204672, -1.355893, 4.992866)

Atoms 1-6, force components in eV/Å:
Os 0.1 -0.2 0.1
Ge 0.0 0.3 -0.4
S 0.0 0.0 0.0
P 0.6 0.2 -0.3
Si -0.1 0.0 -0.2
Si 0.0 0.0 0.0


# 3
Here is C6H13O5PS in the gas phase from the Open Molecules 2025 dataset. Energies are from the ωB97M-V functional and the def2-TZVPD basis.

Properties
HOMO-LUMO gap, eV: 10.0
Lowest unoccupied orbital energy, eV: 0.50
Energy above the lowest of the compared OMol25 structures with the same formula, charge and spin, kJ/mol: 0.00
HOMO, eV: -9.509

CARTESIAN COORDINATES (ANGSTROEM)
S (-2.975315, -2.631171, -1.220671)
P (-3.556341, -1.331758, 0.073296)
O (3.017601, 0.281831, 0.122158)
O (-1.966329, 1.653078, 0.429009)
O (-0.029982, 2.071039, -0.620922)
O (-3.444601, 0.200772, -0.477933)
O (-4.010514, 1.453863, 1.342571)
C (2.014123, 1.247898, 0.269233)
C (1.054965, 1.209469, -0.901794)
C (-3.197959, 1.163598, 0.483621)
C (-1.280450, 1.573828, -0.842744)
C (2.567160, -2.103618, 0.092945)
C (2.894597, -0.873264, 0.929107)
H (-1.809906, 2.196993, -1.549986)
H (3.468420, -2.572983, -0.260983)
H (1.983652, -1.786278, -0.754881)
H (1.993412, -2.816970, 0.660769)
H (0.741384, 0.183119, -1.052832)
H (-4.893610, -1.486316, 0.431689)
H (2.139328, -0.748935, 1.694008)
H (3.843802, -1.006507, 1.425797)
H (1.573907, 1.532910, -1.790750)
H (2.492910, 2.218196, 0.267229)
H (1.469645, 1.172478, 1.200316)
H (-2.810715, -1.358757, 1.256447)
H (-1.279184, 0.557487, -1.204703)

Atoms 1-6, force components in eV/Å:
S 0.0 0.3 0.2
P 0.0 -1.2 -1.1
O 0.2 0.1 0.1
O -0.7 0.0 -0.2
O 0.0 0.1 -0.2
O 0.1 0.2 0.4


# 4
Here is 12 unconnected molecules or ions with the total composition C6H34F6O11P from the Open Molecules 2025 dataset. Energies are from the ωB97M-V functional and the def2-TZVPD basis.

Properties
HOMO-LUMO gap, eV: 10.0
Lowest unoccupied orbital energy, eV: 2.36
Charge: -1
HOMO, eV: -7.587

CARTESIAN COORDINATES (ANGSTROEM)
P (-2.291739, -2.581245, -18.629847)
F (-3.217229, -2.397222, -19.989729)
F (-1.210357, -3.336718, -19.624563)
F (-3.544851, -1.888966, -17.758680)
F (-1.459957, -2.781188, -17.298934)
F (-1.504753, -1.163958, -18.841732)
F (-2.864585, -4.034210, -18.231818)
O (0.835754, 1.427331, -17.453769)
O (-5.408886, -0.809366, -21.904693)
O (-4.052552, 0.689425, -19.478403)
O (-1.308591, 0.991378, -21.641058)
O (-0.207194, -3.669042, -14.338678)
O (-1.752934, -6.050469, -16.691588)
O (-6.164555, -2.471426, -19.632717)
O (0.711024, -4.539583, -17.341437)
O (-1.701164, -1.589318, -21.976018)
O (-2.876268, -2.301589, -15.037162)
O (3.656328, -3.389373, -21.576290)
C (1.776913, -3.624474, -17.290645)
C (1.560181, -4.674865, -21.235292)
C (2.806074, -4.363034, -22.064377)
C (-0.852158, -2.245192, -22.955260)
C (2.193240, 0.009512, -15.915655)
C (0.775292, 0.547414, -16.297874)
H (0.156930, -3.858576, -15.203390)
H (1.471625, -2.854881, -16.581681)
H (-2.089403, -2.845756, -15.068084)
H (1.809974, -5.270030, -20.356960)
H (2.847162, 0.804020, -15.556143)
H (4.487475, -3.363634, -22.056008)
H (-5.328548, -2.734370, -19.247781)
H (-1.312009, -3.200719, -23.207471)
H (0.557544, -3.588328, -13.768682)
H (-3.806665, 0.943110, -20.368016)
H (-0.889869, -1.614874, -23.843729)
H (-4.919317, -1.502789, -22.347100)
H (-2.097290, -5.488163, -17.385464)
H (1.987708, -3.209219, -18.276154)
H (3.375052, -5.270049, -22.268546)
H (-0.038725, 1.535755, -17.834737)
H (-6.725626, -3.240976, -19.536612)
H (-3.086660, -2.131510, -15.955332)
H (-5.478510, -1.106148, -20.997326)
H (0.772362, -5.129038, -21.836270)
H (1.068825, -3.740700, -20.963250)
H (-0.865842, -6.268531, -16.977495)
H (-1.377078, 0.041786, -21.541990)
H (-1.993535, 1.217011, -22.270484)
H (-3.496206, -0.064143, -19.281303)
H (2.520394, -4.031608, -23.062697)
H (2.204412, -0.725664, -15.110991)
H (-1.978471, -2.214308, -21.302167)
H (-0.022624, -4.098977, -17.776446)
H (2.737237, -0.454486, -16.738376)
H (0.181284, -2.279210, -22.610370)
H (2.619211, -4.129265, -16.817550)
H (0.280318, 1.114234, -15.509330)
H (0.172738, -0.331929, -16.525434)

Atoms 1-6, force components in eV/Å:
P -0.4 0.4 0.0
F 0.1 -0.1 1.2
F 0.1 0.4 0.8
F 1.2 -0.2 -1.2
F 1.6 0.6 0.5
F -1.2 -0.8 -0.3


# 5
Here is C17H22ClN3O6 in the gas phase from the Open Molecules 2025 dataset. Energies are from the ωB97M-V functional and the def2-TZVPD basis.

Properties
HOMO-LUMO gap, eV: 9.9
Lowest unoccupied orbital energy, eV: 0.61
Energy above the lowest of the compared OMol25 structures with the same formula, charge and spin, kJ/mol: 0.00
HOMO, eV: -9.265

CARTESIAN COORDINATES (ANGSTROEM)
Cl (4.862956, -4.263391, -0.483625)
O (2.616330, 1.462493, 2.194076)
O (-4.263959, -1.345258, -1.142626)
O (1.941276, 3.916062, -0.989387)
O (-0.571996, -0.650189, 1.570994)
O (-1.103321, 1.709269, -0.952107)
O (-4.381085, -2.065768, 1.073247)
N (2.423737, 1.956395, 0.014413)
N (-1.784613, -0.815781, -0.348284)
N (-0.056452, 1.941858, 1.059372)
C (4.499713, -0.327859, -0.026788)
C (-0.731826, 1.266830, 0.124142)
C (4.994976, -1.574607, -0.362244)
C (1.906666, 3.295522, 0.257426)
C (0.461518, 3.266643, 0.865921)
C (-4.101706, -0.832975, 1.717655)
C (2.751319, 1.129091, 1.031677)
C (4.254600, -2.704816, -0.051706)
C (-5.638154, -1.481728, -1.440832)
C (2.555872, -1.352222, 0.950445)
C (-3.797838, -2.252805, -0.180414)
C (2.401770, 1.671618, -1.406340)
C (-2.253948, -2.166157, -0.196752)
C (3.038560, -2.601803, 0.605015)
C (1.669352, 2.907781, -1.947616)
C (3.275562, -0.209485, 0.620734)
C (-1.025887, -0.174216, 0.542552)
H (5.080340, 0.554878, -0.250402)
H (-4.204054, 0.006264, 1.024542)
H (0.257322, 1.415983, 1.868563)
H (2.479482, -3.490534, 0.851501)
H (2.045463, 3.254553, -2.908404)
H (-4.838600, -0.742565, 2.513352)
H (3.418899, 1.604390, -1.804414)
H (-0.197337, 3.787732, 0.165580)
H (0.463657, 3.784451, 1.824219)
H (-1.889373, -2.770140, -1.033122)
H (-2.139065, -0.277653, -1.130349)
H (-5.872927, -0.693171, -2.151996)
H (1.615110, -1.262226, 1.472604)
H (-6.250733, -1.368888, -0.542500)
H (2.574160, 3.842353, 0.932965)
H (-4.098452, -3.281776, -0.445924)
H (-3.099399, -0.831679, 2.153721)
H (5.948056, -1.671971, -0.857920)
H (1.868974, 0.742505, -1.619986)
H (0.590701, 2.716141, -2.012487)
H (-5.839109, -2.461030, -1.889104)
H (-1.856526, -2.562104, 0.740589)

Atoms 1-6, force components in eV/Å:
Cl 0.1 -0.2 -0.1
O -0.1 0.1 0.5
O 0.3 0.0 0.1
O 0.1 0.2 0.0
O 0.0 0.0 0.2
O -0.1 0.0 -0.1


# 6
Here is 2 unconnected molecules or ions with the total composition C11H22OSi from the Open Molecules 2025 dataset. Energies are from the ωB97M-V functional and the def2-TZVPD basis.

Properties
HOMO-LUMO gap, eV: 6.2
Lowest unoccupied orbital energy, eV: -0.83
Energy above the lowest of the compared OMol25 structures with the same formula, charge and spin, kJ/mol: 558.13
HOMO, eV: -7.016

CARTESIAN COORDINATES (ANGSTROEM)
Si (0.041093, 0.097364, -0.281588)
O (-0.463112, -2.208827, 1.429126)
C (2.541851, 0.117818, -1.535390)
C (2.441818, -1.048229, 0.728296)
C (-1.368774, -0.471115, -1.476515)
C (-1.349976, -1.906154, -1.848160)
C (-0.162329, 1.770913, 0.670686)
C (-1.519379, -1.723981, 3.575182)
C (-1.387578, 1.777631, 1.620565)
C (-2.793702, 0.043879, -0.970780)
C (-1.060500, -1.925183, 2.475978)
C (1.059288, 2.019228, 1.556420)
C (1.676556, -0.703307, -0.590080)
H (3.527464, -0.465287, -1.870697)
H (-0.748628, -2.344544, -2.611217)
H (0.907036, 3.061985, 1.899191)
H (2.742370, -0.208291, 1.318835)
H (-0.926355, -2.491034, -0.979234)
H (2.002330, 1.903428, 0.949334)
H (-1.597616, 0.782242, 1.995871)
H (-1.154558, 2.493451, 2.466135)
H (2.980205, 0.932865, -0.931331)
H (-3.087587, -0.494444, -0.029792)
H (2.185132, 0.670498, -2.319539)
H (1.556593, -1.797958, -0.988616)
H (-2.452931, -2.146846, -2.134742)
H (-2.998901, 1.082481, -0.806576)
H (-1.832355, -1.747141, 4.569395)
H (1.619878, -1.509563, 1.289361)
H (-0.335935, 2.434032, -0.163811)
H (1.010918, 1.155000, 2.308044)
H (3.424198, -1.667723, 0.598186)
H (-2.280741, 2.168562, 1.117072)
H (-3.469586, -0.361069, -1.689126)
H (-1.301179, -0.004557, -2.444934)

Atoms 1-6, force components in eV/Å:
Si -1.6 -1.2 0.1
O 0.5 1.4 -2.3
C 4.1 -1.0 2.0
C 0.2 -0.7 -0.2
C 0.0 2.6 0.5
C -1.8 -2.7 2.0